13
Properties=species:S:1:pos:R:3 method="wB97M-V/def2-TZVPD" homo_ev="-4.746 / -10.505" relative_energy_ev=3.6616 mol_weight_da=81.118 fmax_ha_per_bohr=0.0752 e_tot_ha=-249.157950 spin_multiplicity=3 orbital_gap_ev="5.743 / 8.603"
H -1.135 1.141 -0.079
C 2.728 -0.990 0.158
H 0.053 2.114 1.018
H 3.474 -1.283 0.879
C -0.159 1.471 0.102
C 1.605 -0.333 0.344
C -3.176 -0.423 -0.107
H 2.973 -1.410 -0.919
H -0.999 -1.072 -0.722
N 0.487 0.132 0.320
H -4.089 -0.361 0.347
H 0.341 1.885 -0.878
C -2.104 -0.873 -0.466